(1)
108
Properties=species:S:1:pos:R:3 method="wB97M-V/def2-TZVPD" multiplicity=2 s2=0.990 total_charge=-2 homo_lumo_gap_ev="5.5 / 4.7" e_tot_ha=-3926.86808 lumo_ev="3.56 / 3.56"
Mn -1.35 -0.04 1.22
C -5.97 0.64 -0.10
C -4.75 -0.25 -0.38
C -5.17 -1.71 -0.59
C -3.95 0.32 -1.53
C -4.23 -0.02 -2.84
C -3.53 0.54 -3.89
C -2.54 1.47 -3.62
C -2.23 1.84 -2.32
C -1.14 2.88 -2.09
C 0.05 2.71 -3.04
C -1.72 4.29 -2.23
C -2.94 1.25 -1.24
N -2.58 1.48 0.09
C -2.80 2.61 0.73
O -3.53 3.57 0.39
C -2.04 2.70 2.02
C -2.01 3.87 2.75
C -1.29 3.92 3.94
C -0.64 2.77 4.36
C -0.69 1.63 3.56
N -1.37 1.61 2.42
C 0.09 0.41 3.97
O 0.36 0.26 5.17
N 0.42 -0.37 2.94
C 1.47 -1.26 3.08
C 2.78 -0.85 3.48
C 3.78 -1.79 3.66
C 3.56 -3.14 3.44
C 2.32 -3.54 2.95
C 1.30 -2.63 2.75
C 0.00 -3.11 2.12
C -0.71 -4.16 2.97
C 0.27 -3.64 0.71
C 3.17 0.61 3.63
C 4.28 0.99 2.64
C 3.60 0.93 5.07
H -6.53 0.27 0.76
H -5.64 1.66 0.11
H -6.62 0.67 -0.98
H -4.11 -0.22 0.50
H -5.98 -1.80 -1.32
H -4.32 -2.30 -0.93
H -5.53 -2.13 0.36
H -5.00 -0.76 -3.05
H -3.74 0.25 -4.92
H -1.99 1.91 -4.44
H -0.78 2.75 -1.06
H -0.16 3.17 -4.01
H 0.94 3.18 -2.63
H 0.27 1.65 -3.21
H -2.13 4.42 -3.24
H -2.50 4.46 -1.50
H -0.93 5.04 -2.09
H -2.56 4.73 2.38
H -1.25 4.82 4.53
H -0.08 2.72 5.28
H 4.76 -1.47 3.98
H 4.34 -3.87 3.62
H 2.15 -4.59 2.74
H -0.67 -2.26 2.04
H -0.12 -5.08 3.06
H -0.90 -3.78 3.98
H -1.67 -4.42 2.51
H 0.85 -4.57 0.75
H -0.67 -3.84 0.19
H 0.83 -2.91 0.13
H 2.31 1.23 3.39
H 5.20 0.45 2.86
H 3.97 0.75 1.62
H 4.48 2.06 2.70
H 4.43 0.30 5.37
H 3.91 1.98 5.16
H 2.76 0.75 5.74
C 2.68 -2.92 -4.21
C 2.02 -1.60 -4.63
C 2.96 -0.67 -5.40
C 4.11 -0.21 -4.52
C 3.59 0.32 -3.20
C 4.38 1.19 -2.45
C 3.90 1.66 -1.25
F 4.68 2.51 -0.54
C 2.67 1.31 -0.75
C 1.87 0.43 -1.48
C 0.59 0.00 -0.94
O 0.21 0.48 0.14
C -0.13 -0.98 -1.69
C 0.35 -1.35 -2.90
N 1.51 -0.89 -3.46
C 2.33 -0.05 -2.72
C -1.34 -1.73 -1.19
O -1.83 -2.59 -1.93
O -1.74 -1.46 -0.01
H 3.06 -3.45 -5.08
H 1.94 -3.54 -3.71
H 3.49 -2.73 -3.51
H 1.16 -1.82 -5.26
H 2.38 0.20 -5.72
H 3.32 -1.18 -6.29
H 4.68 0.56 -5.02
H 4.80 -1.04 -4.34
H 5.35 1.49 -2.81
H 2.32 1.67 0.21
H -0.21 -2.08 -3.48
I -4.38 0.32 3.38
C -2.75 -0.89 2.57
H -3.30 -1.73 2.14
H -2.27 -1.24 3.48

***

(2)
107
Properties=species:S:1:pos:R:3 method="wB97M-V/def2-TZVPD" total_charge=+2 homo_lumo_gap_ev=5.3 e_tot_ha=-4887.44256 lumo_ev=-8.27
Mo 1.93 0.78 0.20
C -4.28 0.53 4.80
C -4.43 1.37 3.53
C -4.75 2.82 3.93
C -5.59 0.80 2.70
C -3.16 1.36 2.69
C -2.02 0.66 3.07
C -0.90 0.68 2.25
Se 0.66 -0.33 2.67
C 0.23 -1.87 1.64
C -0.64 -2.81 2.16
C -1.08 -3.86 1.36
C -0.59 -3.93 0.06
C 0.33 -3.03 -0.51
C 0.71 -2.00 0.34
O 1.58 -0.98 -0.09
C 0.72 -3.28 -1.97
C 1.85 -2.40 -2.50
C -0.52 -3.05 -2.84
C 1.20 -4.74 -2.13
C -2.07 -4.92 1.85
C -2.53 -4.64 3.27
C -3.30 -4.92 0.93
C -1.39 -6.29 1.80
C -0.93 1.40 1.07
O 0.23 1.37 0.33
C -2.04 2.13 0.62
C -3.13 2.06 1.48
C -2.05 2.91 -0.69
C -3.40 3.59 -0.90
C -1.81 1.95 -1.87
C -0.97 4.00 -0.67
H -5.21 0.57 5.36
H -4.08 -0.52 4.58
H -3.49 0.91 5.45
H -5.64 2.84 4.56
H -3.92 3.26 4.50
H -4.94 3.45 3.07
H -6.50 0.78 3.30
H -5.79 1.41 1.82
H -5.38 -0.22 2.37
H -2.00 0.10 3.99
H -1.00 -2.70 3.17
H -0.93 -4.73 -0.57
H 1.60 -1.33 -2.48
H 2.76 -2.56 -1.93
H 2.05 -2.68 -3.53
H -0.87 -2.02 -2.76
H -0.29 -3.25 -3.89
H -1.34 -3.71 -2.56
H 2.06 -4.95 -1.49
H 0.42 -5.46 -1.90
H 1.49 -4.91 -3.17
H -3.03 -3.68 3.36
H -3.24 -5.41 3.58
H -1.70 -4.67 3.99
H -3.79 -3.95 0.91
H -3.04 -5.19 -0.10
H -4.02 -5.66 1.28
H -0.49 -6.31 2.42
H -2.07 -7.06 2.17
H -1.10 -6.57 0.79
H -4.03 2.60 1.20
H -4.22 2.87 -0.96
H -3.63 4.30 -0.11
H -3.38 4.14 -1.84
H -2.57 1.17 -1.90
H -1.86 2.51 -2.80
H -0.83 1.48 -1.83
H -1.12 4.69 0.16
H 0.04 3.59 -0.60
H -1.02 4.57 -1.59
O 2.56 2.09 1.35
C 3.46 2.35 2.34
C 3.15 3.31 3.28
C 4.10 3.59 4.26
C 5.31 2.90 4.29
C 5.59 1.94 3.34
C 4.67 1.65 2.33
C 4.92 0.69 1.27
N 4.01 0.17 0.44
C 4.67 -0.72 -0.39
C 5.98 -0.71 -0.07
N 6.12 0.17 0.98
H 2.21 3.84 3.23
H 3.89 4.34 5.00
H 6.03 3.12 5.06
H 6.53 1.40 3.39
H 4.16 -1.26 -1.16
H 6.82 -1.24 -0.48
H 6.98 0.42 1.44
F 2.01 2.01 -9.13
C 2.33 3.04 -8.33
F 1.44 4.02 -8.55
F 3.54 3.49 -8.70
C 2.32 2.64 -6.87
C 2.04 1.34 -6.49
C 2.03 1.01 -5.14
C 2.32 2.01 -4.20
C 2.60 3.32 -4.59
C 2.60 3.63 -5.93
C 2.29 1.68 -2.82
C 2.25 1.39 -1.63
H 1.83 0.59 -7.24
H 1.81 0.01 -4.82
H 2.82 4.07 -3.84
H 2.82 4.64 -6.26

***

(3)
111
Properties=species:S:1:pos:R:3 method="wB97M-V/def2-TZVPD" total_charge=-2 homo_lumo_gap_ev=4.8 e_tot_ha=-5846.45695 lumo_ev=3.87
K -0.20 0.60 -0.08
O -0.62 2.24 4.21
C -0.24 1.63 3.19
N -0.80 0.67 2.48
C -1.99 0.03 2.86
C -2.66 0.27 4.07
C -3.76 -0.47 4.47
C -4.24 -1.50 3.67
C -3.61 -1.73 2.45
C -2.52 -0.98 2.00
N -2.10 -1.16 0.66
C -1.70 -2.35 0.26
O -1.50 -3.41 0.90
C -1.49 -2.45 -1.25
C -1.96 -3.59 -1.90
C -1.85 -3.67 -3.28
C -1.25 -2.63 -3.96
C -0.77 -1.55 -3.23
N -0.88 -1.46 -1.91
C 1.14 2.08 2.67
C 1.79 3.12 3.36
C 3.03 3.54 2.94
C 3.61 2.93 1.83
C 2.91 1.91 1.21
N 1.72 1.49 1.63
H -2.28 1.05 4.70
H -4.24 -0.25 5.42
H -5.08 -2.11 3.98
H -3.96 -2.54 1.81
H -2.39 -4.38 -1.30
H -2.21 -4.55 -3.81
H -1.13 -2.65 -5.04
H -0.28 -0.72 -3.72
H 1.27 3.56 4.20
H 3.54 4.34 3.45
H 4.58 3.23 1.45
H 3.31 1.41 0.34
C 1.73 -5.50 -3.58
C 2.44 -4.61 -4.38
C 2.72 -3.33 -3.92
C 2.30 -2.92 -2.66
C 1.59 -3.82 -1.87
C 1.31 -5.10 -2.32
Sb 2.63 -0.98 -1.78
C 3.61 -0.08 -3.47
C 4.89 0.45 -3.40
C 5.45 1.13 -4.48
C 4.72 1.30 -5.65
C 3.43 0.79 -5.73
C 2.88 0.11 -4.65
C 4.45 -1.62 -0.80
C 4.55 -1.36 0.56
C 5.66 -1.79 1.29
C 6.67 -2.49 0.65
C 6.58 -2.76 -0.71
C 5.47 -2.33 -1.43
H 1.50 -6.49 -3.95
H 2.77 -4.91 -5.37
H 3.28 -2.64 -4.55
H 1.23 -3.52 -0.88
H 0.75 -5.78 -1.69
H 5.47 0.35 -2.49
H 6.44 1.55 -4.40
H 5.14 1.84 -6.49
H 2.84 0.93 -6.63
H 1.86 -0.25 -4.71
H 3.75 -0.83 1.06
H 5.72 -1.58 2.35
H 7.54 -2.82 1.21
H 7.36 -3.32 -1.20
H 5.40 -2.56 -2.48
C 2.00 -3.91 2.35
Te 0.96 -2.03 2.38
C 2.44 -1.09 3.63
H 2.97 -3.82 1.86
H 1.38 -4.60 1.77
H 2.12 -4.30 3.36
H 2.74 -1.79 4.41
H 1.96 -0.23 4.09
H 3.31 -0.75 3.08
C -0.88 4.46 -2.76
Ge 0.78 4.18 -1.71
C 0.28 4.56 0.17
C 1.91 5.78 -2.18
C 1.50 2.44 -1.97
H -1.20 5.51 -2.70
H -1.69 3.83 -2.40
H -0.71 4.21 -3.81
H -0.15 5.56 0.28
H 1.16 4.50 0.82
H -0.45 3.84 0.54
H 1.42 6.73 -1.94
H 2.15 5.76 -3.24
H 2.85 5.73 -1.62
H 2.57 2.42 -1.71
H 1.43 2.20 -3.05
S -3.02 1.12 -3.38
C -4.03 0.10 -2.51
N -4.22 0.23 -1.19
C -5.12 -0.64 -0.44
C -5.07 -2.04 -1.01
C -5.39 -2.01 -2.49
N -4.75 -0.86 -3.14
H -3.48 0.68 -0.69
H -6.14 -0.24 -0.51
H -4.81 -0.63 0.60
H -5.78 -2.69 -0.49
H -4.07 -2.44 -0.84
H -6.48 -1.94 -2.63
H -5.05 -2.92 -2.97
H -4.52 -0.94 -4.12

***

(4)
108
Properties=species:S:1:pos:R:3 method="wB97M-V/def2-TZVPD" total_charge=+1 homo_lumo_gap_ev=7.6 e_tot_ha=-3664.77915 lumo_ev=-2.32
Pd 0.13 -0.80 -0.64
C -1.34 -2.21 1.87
P -1.10 -2.65 0.11
C -2.66 -3.33 -0.50
C -3.22 -4.45 0.12
C -4.40 -4.98 -0.35
C -5.04 -4.40 -1.45
C -4.48 -3.30 -2.07
C -3.29 -2.76 -1.60
C 0.01 -4.08 0.09
C 0.76 -4.47 1.19
C 1.63 -5.56 1.10
C 1.75 -6.26 -0.09
C 1.01 -5.86 -1.20
C 0.15 -4.78 -1.11
C -0.15 -1.39 2.27
C 0.50 -1.14 3.46
C 1.56 -0.25 3.19
C 1.53 0.02 1.84
C 2.31 0.94 0.95
P 2.30 0.08 -0.68
C 2.68 1.20 -2.05
C 1.76 2.23 -2.28
C 1.89 3.05 -3.38
C 2.93 2.84 -4.29
C 3.82 1.80 -4.08
C 3.70 0.98 -2.97
C 3.68 -1.08 -0.47
C 4.99 -0.60 -0.36
C 6.04 -1.47 -0.11
C 5.78 -2.83 0.06
C 4.48 -3.30 -0.01
C 3.44 -2.43 -0.27
N 0.50 -0.68 1.28
H -1.51 -3.07 2.51
H -2.25 -1.61 1.87
H -2.71 -4.92 0.96
H -4.84 -5.84 0.13
H -5.97 -4.82 -1.81
H -4.97 -2.85 -2.93
H -2.85 -1.90 -2.09
H 0.70 -3.93 2.13
H 2.20 -5.86 1.97
H 2.41 -7.11 -0.16
H 1.10 -6.41 -2.13
H -0.44 -4.49 -1.98
H 0.22 -1.55 4.42
H 2.25 0.17 3.91
H 3.33 1.11 1.30
H 1.82 1.90 0.81
H 0.91 2.34 -1.61
H 1.17 3.84 -3.56
H 3.03 3.48 -5.15
H 4.62 1.62 -4.79
H 4.40 0.16 -2.83
H 5.20 0.46 -0.47
H 7.05 -1.10 -0.03
H 6.60 -3.51 0.26
H 4.27 -4.35 0.15
H 2.42 -2.81 -0.29
N 1.77 -2.19 -3.12
C 0.79 -1.37 -3.52
N -0.12 -0.86 -2.72
C -1.06 -0.12 -3.45
C -2.23 0.45 -2.96
C -3.05 1.15 -3.83
C -2.74 1.27 -5.18
C -1.60 0.67 -5.69
C -0.78 -0.02 -4.82
S 0.66 -0.93 -5.20
H 1.84 -2.43 -2.14
H 2.54 -2.42 -3.72
H -2.49 0.35 -1.92
H -3.95 1.61 -3.44
H -3.39 1.82 -5.84
H -1.36 0.74 -6.74
C -3.42 0.59 3.93
C -2.76 1.43 5.02
C -2.03 2.68 4.52
C -0.70 2.44 3.79
N -0.88 1.94 2.43
C -0.83 2.53 1.23
S -1.44 1.69 -0.14
N -0.33 3.75 1.01
C 0.36 4.69 1.89
C -0.56 5.66 2.64
C -1.10 6.81 1.79
C -2.03 6.39 0.66
H -4.10 -0.15 4.38
H -2.70 0.03 3.34
H -4.01 1.21 3.25
H -2.07 0.81 5.59
H -3.53 1.76 5.72
H -1.80 3.31 5.39
H -2.68 3.27 3.88
H -0.10 1.70 4.32
H -0.14 3.36 3.78
H -1.19 0.98 2.37
H -0.50 4.06 0.07
H 1.03 5.27 1.25
H 1.00 4.13 2.57
H 0.01 6.07 3.48
H -1.40 5.10 3.07
H -0.26 7.38 1.39
H -1.64 7.49 2.46
H -1.49 5.96 -0.19
H -2.58 7.26 0.27
H -2.77 5.66 0.99

***

no.,strongest force on any atom (hartree/bohr)
1,0.0500
2,0.0157
3,0.0155
4,0.0112